Run A
{
  "formula": "C6H19N2OSi",
  "method": "ωB97M-V with the def2-TZVPD basis set",
  "species": ["C", "C", "C", "C", "C", "C", "N", "N", "O", "Si", "H", "H", "H", "H", "H", "H", "H", "H", "H", "H", "H", "H", "H", "H", "H", "H", "H", "H", "H"],
  "positions_angstrom": [[3.43186, 0.96212, 0.67099], [1.62302, 1.73308, -0.55531], [0.50869, -1.64592, -1.44941], [-0.12956, -2.01675, 0.84572], [-1.87107, 2.05090, -0.65155], [1.62023, -0.49767, 0.21666], [2.09244, 0.73673, 0.08924], [0.29530, -1.04976, -0.10773], [-2.18613, 0.67108, -0.47354], [-3.41184, 0.01155, 0.34571], [3.26396, 1.54831, 1.57534], [3.88249, -0.00610, 0.94896], [4.15504, 1.54306, -0.02325], [0.74715, 1.49292, -1.29477], [-3.32426, -1.17241, -0.36280], [1.93033, 2.67457, -0.37189], [1.15822, -2.48504, -1.44048], [-0.44640, -2.06181, -1.84260], [0.86459, -0.88633, -2.16450], [-1.26711, -2.03651, 0.78975], [0.32484, -2.97280, 0.41022], [0.12962, -1.97409, 1.81598], [-2.24010, 2.22934, -1.69298], [-0.84863, 2.08622, -0.54207], [-2.36758, 2.55698, 0.14142], [2.40951, -1.23634, 0.42330], [-0.47842, -0.35386, -0.10259], [-2.77003, 0.01962, 1.67162], [-4.59033, 0.87784, -0.04384]],
  "homo_energy_ha": -0.4095,
  "orbital_gap_ev": 8.55,
  "multiplicity": 1,
  "charge": 1
}

---

Run B
{
  "formula": "C6H19N2OSi",
  "method": "ωB97M-V with the def2-TZVPD basis set",
  "species": ["C", "C", "C", "C", "C", "C", "N", "N", "O", "Si", "H", "H", "H", "H", "H", "H", "H", "H", "H", "H", "H", "H", "H", "H", "H", "H", "H", "H", "H"],
  "positions_angstrom": [[1.91546, 1.01862, 0.07214], [-1.01500, 2.66154, 1.42528], [-2.01071, 1.38171, -1.58914], [0.15180, -2.56311, -0.62660], [0.37106, -2.68959, 0.81204], [-0.45662, -0.55797, 1.70272], [0.87740, -1.49938, -1.27842], [0.47882, -1.45458, 1.49780], [0.54301, 0.83104, -0.34325], [-0.69582, 2.26600, -0.38542], [2.49234, 0.15233, -0.32782], [1.87912, 1.05408, 1.12009], [2.22957, 1.96622, -0.40093], [-0.85045, 1.73581, 2.18265], [-0.38905, 3.47663, 1.82955], [-2.09241, 2.82500, 1.50052], [-3.01516, 1.67543, -1.38028], [-1.82445, 1.90259, -2.52321], [-1.85734, 0.21144, -1.59988], [-0.05928, -3.61216, -0.95232], [-0.85586, -2.07392, -0.60715], [1.40553, -3.14074, 0.97842], [-0.30724, -3.39644, 1.19019], [-1.45104, -0.80206, 1.34237], [1.84661, -1.75384, -1.16839], [0.71149, -1.36550, -2.31436], [1.32968, -1.21892, 1.86219], [0.61344, -0.38704, -0.86211], [0.03507, 3.35681, -1.15666]],
  "homo_energy_ha": -0.4225,
  "orbital_gap_ev": 8.59,
  "multiplicity": 1,
  "charge": 1
}

---

The winner here is run B, beating the second structure by 1.272 eV.